# 1
Formula: C28H36CrFN6O9SSe3Te
Source: the OMol25 dataset
Level of theory: wB97M-V/def2-TZVPD

Geometry (Å):
1 Cr 1.8863 -1.5823 -0.5518
2 C 1.5800 0.2786 6.5856
3 C 2.2140 1.3390 5.7029
4 N 1.9459 1.1095 4.2850
5 C 2.8190 0.3573 3.5700
6 C 2.6648 -0.0401 2.2817
7 C 3.7288 -1.0013 1.7234
8 O 4.8013 -1.0009 2.3058
9 O 3.3653 -1.7611 0.7723
10 C 1.5334 0.4483 1.5486
11 O 1.2123 0.1232 0.3514
12 C 0.6094 1.3264 2.3142
13 C -0.5427 1.7855 1.6685
14 C -1.5168 2.4141 2.3843
15 F -2.6263 2.8878 1.7494
16 C -1.4126 2.5653 3.7781
17 C -0.2484 2.1664 4.4069
18 C 0.7917 1.5617 3.6779
19 N -2.4910 3.0569 4.5771
20 C -3.8640 2.8309 4.1558
21 C -4.7610 2.9801 5.4041
22 N -3.8490 3.0258 6.5930
23 C -3.0440 4.2928 6.5779
24 C -2.3473 4.3560 5.2017
25 H 1.7809 0.4857 7.6362
26 H 1.9831 -0.7045 6.3509
27 H 0.5017 0.2269 6.4418
28 H 3.2984 1.3411 5.8160
29 H 1.8760 2.3447 5.9604
30 H 3.7029 0.0210 4.0952
31 H -0.6482 1.6140 0.6064
32 H -0.1840 2.2525 5.4809
33 H -3.9500 1.8255 3.7478
34 H -4.2023 3.5420 3.3969
35 H -5.4467 2.1463 5.5378
36 H -5.3243 3.9123 5.4086
37 H -3.1627 2.2674 6.4429
38 H -4.3381 2.8817 7.4768
39 H -2.3451 4.2343 7.4118
40 H -3.7351 5.1183 6.7416
41 H -1.2934 4.5924 5.3326
42 H -2.7997 5.1477 4.5893
43 C -1.0485 1.3267 -4.3169
44 O -0.0758 0.4049 -3.8681
45 C -0.2018 -0.1729 -2.6536
46 O 0.7413 -0.8473 -2.2712
47 N -1.3763 0.0897 -2.0159
48 N -1.5699 -0.4832 -0.7650
49 H -0.6491 1.7584 -5.2321
50 H -1.2174 2.1202 -3.5845
51 H -1.9903 0.8247 -4.5537
52 H -2.1657 0.3944 -2.5738
53 H -2.1174 -1.3529 -0.8029
54 H -1.9529 0.1700 -0.0890
55 Se 0.7393 -2.7213 1.3903
56 Se -1.4030 -2.3875 2.0720
57 Te -1.6558 -4.2944 -1.2265
58 Se 0.7345 -3.6957 -0.8475
59 C -2.9528 -2.2116 -6.4195
60 C -1.4887 -2.5370 -6.3242
61 C -0.5449 -1.8310 -7.0592
62 C 0.7987 -2.1764 -7.0182
63 C 1.2038 -3.2434 -6.2308
64 C 0.2777 -3.9427 -5.4636
65 C -1.0563 -3.5856 -5.5167
66 S 2.9043 -3.7255 -6.1835
67 O 2.9284 -5.1452 -5.9865
68 O 3.5326 -3.0921 -7.3096
69 N 3.5769 -3.0866 -4.8568
70 C 3.6730 -1.6308 -4.7540
71 C 4.4665 -1.2630 -3.5031
72 C 3.6137 -1.4015 -2.2797
73 O 3.2756 -0.4061 -1.6056
74 O 3.1505 -2.5425 -1.9641
75 H -3.4786 -2.9507 -7.0235
76 H -3.1160 -1.2362 -6.8779
77 H -3.4196 -2.2150 -5.4329
78 H -0.8660 -1.0067 -7.6858
79 H 1.5263 -1.6484 -7.6160
80 H 0.5963 -4.7695 -4.8432
81 H -1.7729 -4.1333 -4.9123
82 H 3.2239 -3.5042 -4.0009
83 H 2.6689 -1.1759 -4.7081
84 H 4.1844 -1.2623 -5.6422
85 H 4.8257 -0.2375 -3.5745
86 H 5.3153 -1.9424 -3.4067

Results
HOMO (alpha / beta) = -5.680 / -5.610 eV
maximum force = 2.56 eV/Å
spin multiplicity = 2
energy = -302293.8740 eV
Kohn-Sham gap (alpha / beta) = 3.8 / 3.7 eV

# 2
Formula: C4H4F2
Source: the OMol25 dataset
Level of theory: wB97M-V/def2-TZVPD

Geometry (Å):
1 C -0.6924 0.6089 -0.0426
2 C -1.3781 0.0508 0.9190
3 C 0.4619 0.4844 -0.9759
4 C 1.2653 -0.5467 -0.2289
5 F 0.8550 -1.7939 -0.1301
6 F 1.7984 -0.1309 0.9595
7 H -1.2361 -0.8779 1.2933
8 H -2.1834 0.6363 1.2760
9 H -0.0306 0.1231 -1.9631
10 H 1.1402 1.4458 -1.1072

Results
HOMO (alpha / beta) = -8.389 / -8.398 eV
maximum force = 3.37 eV/Å
energy = -9642.8374 eV
ΔE to the lowest compared entry with this formula, charge and spin = 348.8 kJ/mol
Kohn-Sham gap (alpha / beta) = 8.6 / 8.9 eV

# 3
Formula: C5H4LiO6Tl
Source: the OMol25 dataset
Level of theory: wB97M-V/def2-TZVPD

Geometry (Å):
1 O 2.2492 -6.0119 2.8074
2 C 2.0868 -5.1627 2.0611
3 O 1.9422 -4.2715 1.3176
4 O 0.8083 -1.3108 -0.6499
5 Tl 1.7453 -2.6980 0.1906
6 O 3.2751 2.4785 -2.3727
7 C 2.2087 1.9140 -2.7079
8 O 2.1066 1.1363 -3.6860
9 O 1.1148 2.2324 -1.9807
10 C -0.1414 1.6850 -2.3393
11 C -0.5844 0.4994 -1.3745
12 C 0.6642 -0.2595 -1.2178
13 Li 4.0178 1.5931 -3.9646
14 H -0.1685 1.5913 -3.4323
15 H -0.9852 2.3894 -2.3109
16 H -1.3170 -0.1398 -1.8937
17 H -0.9417 0.8011 -0.3793

Results
HOMO (alpha / beta) = -20.851 / -20.675 eV
maximum force = 9.53 eV/Å
spin multiplicity = 2
energy = -22393.6448 eV
total charge = +3
ΔE to the lowest compared entry with this formula, charge and spin = 185.3 kJ/mol
Kohn-Sham gap (alpha / beta) = 4.6 / 4.5 eV